<i>
A 3-piece molecular cluster, CH5N2O overall. Source: the OMol25 dataset; level of theory: the ωB97M-V functional and the def2-TZVPD basis.

Properties
**Orbital gap**: 6.7470 eV

```
! RIJCOSX wB97M-V def2-TZVPD def2/J DEFGRID3
* xyz -1 1
O -3.104 -0.551 0.055
N -0.455 0.015 0.336
N 0.395 -0.294 -0.538
C 1.892 0.291 -0.289
H 2.331 0.548 -1.240
H 2.247 -0.598 0.154
H -1.808 -0.399 0.168
H -3.423 -0.052 0.883
H 1.925 1.040 0.472
*
```

=====

<ii>
A 2-piece molecular cluster, CH5N2O overall. Source: the OMol25 dataset; level of theory: the ωB97M-V functional and the def2-TZVPD basis.

Properties
**Orbital gap (alpha / beta)**: 6.4206 / 6.0679 eV

```
! RIJCOSX wB97M-V def2-TZVPD def2/J DEFGRID3
* xyz -1 1
O 0.687 -1.451 -2.048
N 1.385 0.522 -1.213
N 0.302 -0.303 -1.784
C -0.954 -0.320 0.344
H 1.018 1.241 -0.621
H -1.475 -1.121 0.671
H -1.567 0.519 0.367
H 0.025 -0.137 1.012
H 2.285 0.052 -0.894
*
```

=====

Least stable of them? <ii>.

=====

<i>
One molecule with the formula CHF2NO3. Source: the OMol25 dataset; level of theory: the ωB97M-V functional and the def2-TZVPD basis.

Properties
**Orbital gap**: 11.5259 eV

```
! RIJCOSX wB97M-V def2-TZVPD def2/J DEFGRID3
* xyz 0 1
F -1.036 0.862 1.424
F -1.111 -1.245 1.041
O -0.137 0.161 -0.372
O -2.989 -1.048 -0.422
O -2.799 1.124 -0.617
N -2.446 0.034 -0.244
C -1.082 -0.033 0.479
H 0.565 0.819 0.018
*
```

=====

<ii>
A 2-piece molecular cluster, CHF2NO3 overall. Source: the OMol25 dataset; level of theory: the ωB97M-V functional and the def2-TZVPD basis.

Properties
**Orbital gap (alpha / beta)**: 7.2375 / 7.9601 eV

```
! RIJCOSX wB97M-V def2-TZVPD def2/J DEFGRID3
* xyz 0 1
F 0.449 -1.703 0.581
F 1.699 0.868 0.986
O -1.036 1.171 -0.423
O -1.244 0.175 1.508
O 0.549 -0.527 -1.319
N -0.783 0.314 0.413
C 0.165 -0.659 -0.110
H 0.199 0.361 -1.636
*
```

=====

Least stable of them? <ii>.

=====

<i>
A 2-piece molecular cluster, C3H12N3S overall. Source: the OMol25 dataset; level of theory: the ωB97M-V functional and the def2-TZVPD basis.

Properties
**Orbital gap**: 8.5689 eV

```
! RIJCOSX wB97M-V def2-TZVPD def2/J DEFGRID3
* xyz 1 1
S -2.315 0.124 -0.827
N -0.690 -1.138 0.782
N 1.686 1.173 -0.625
N 1.439 -1.164 -0.664
C -0.981 1.178 1.279
C -0.796 0.244 0.147
C 1.070 0.116 -1.107
H -1.884 -0.736 -1.721
H 2.493 1.182 0.027
H -1.423 -1.826 0.448
H 0.321 -1.420 0.516
H 0.998 -1.841 -1.257
H 2.391 -1.323 -0.423
H 1.315 2.028 -0.813
H -1.134 2.258 0.900
H 0.590 0.356 -2.078
H -0.125 0.969 1.935
H -1.087 -1.166 1.745
H -1.868 0.987 1.736
*
```

=====

<ii>
A 3-piece molecular cluster, C3H12N3S overall. Source: the OMol25 dataset; level of theory: the ωB97M-V functional and the def2-TZVPD basis.

Properties
**Orbital gap**: 6.6293 eV

```
! RIJCOSX wB97M-V def2-TZVPD def2/J DEFGRID3
* xyz 1 1
S 2.625 -0.307 0.192
N -0.639 0.149 0.770
N -0.514 0.686 -0.487
N -2.609 -2.365 1.907
C 2.224 0.874 -0.875
C 2.388 2.363 -0.933
C -1.093 0.033 -1.391
H 1.560 0.644 -1.563
H -0.954 0.520 -2.344
H 3.191 0.526 0.966
H -1.128 -0.613 1.053
H -0.279 0.764 1.509
H -3.396 -1.709 2.001
H -1.676 -0.877 -1.277
H 2.683 2.968 -0.099
H -2.796 -3.298 1.486
H 2.696 2.927 -1.840
H 1.309 2.513 -1.124
H -2.290 -2.551 2.839
*
```

=====

<iii>
A 3-piece molecular cluster, C3H12N3S overall. Source: the OMol25 dataset; level of theory: the ωB97M-V functional and the def2-TZVPD basis.

Properties
**Orbital gap**: 9.0055 eV

```
! RIJCOSX wB97M-V def2-TZVPD def2/J DEFGRID3
* xyz 1 1
S 0.949 1.183 1.383
N -2.180 1.525 -1.252
N 0.889 -2.865 -1.255
N -1.216 0.421 -1.165
C -0.027 -2.461 -0.435
C 2.148 0.763 2.654
C -1.559 -0.769 -1.153
H 0.325 -1.982 0.433
H -0.955 -2.949 -0.474
H 1.895 1.269 3.683
H 0.770 -3.379 -2.101
H 1.751 -2.335 -1.199
H 1.976 -0.307 2.882
H -2.137 2.418 -0.864
H 3.150 1.128 2.446
H -0.394 0.957 -0.883
H -3.112 1.075 -1.502
H -2.701 -0.897 -1.092
H -0.122 0.783 2.061
*
```

=====

Least stable of them? <iii>.